23
Properties=species:S:1:pos:R:3:nbo_charge:R:1 method="wB97M-V/def2-TZVPD" energy_ha=-346.845437 homo_lumo_gap_ha=0.347 de_lowest_kj_mol=176.3 total_charge=+1
C 2.69965 0.74245 1.61327 0.07
C -0.13733 -1.95817 -0.18127 -0.60
C -0.53969 -0.71915 1.98163 -0.61
C -1.60033 0.09859 -0.15745 -0.61
C 0.81812 0.23431 0.09415 0.27
C -0.38241 -0.58635 0.47013 -0.10
N 1.77094 0.51027 0.83022 -0.25
N -0.40651 1.78257 -2.95949 -1.10
H 3.54692 0.06953 1.68425 0.24
H 2.69248 1.63078 2.23380 0.24
H 0.71315 -2.46102 0.27273 0.22
H 0.03349 -1.86852 -1.25107 0.23
H -1.01870 -2.57647 -0.03044 0.24
H -0.66475 0.25759 2.44410 0.22
H -1.42494 -1.30858 2.20277 0.25
H 0.31472 -1.21627 2.43565 0.21
H -1.44621 0.27731 -1.21833 0.24
H -1.79464 1.05013 0.32956 0.22
H -2.47650 -0.53100 -0.03233 0.24
H 0.81038 0.62375 -0.92824 0.28
H 0.37633 2.30085 -3.34604 0.37
H -1.13933 2.46076 -2.77876 0.37
H -0.74485 1.18664 -3.70884 0.37


56
Properties=species:S:1:pos:R:3:nbo_charge:R:1 method="wB97M-V/def2-TZVPD" energy_ha=-1299.336009 multiplicity=2 homo_lumo_gap_ha="0.333 / 0.166" de_lowest_kj_mol=251.6 total_charge=+1
C -3.99099 -0.64140 0.58801 0.48
N -2.84455 0.12400 0.87338 -0.05
C -1.94010 -0.58062 1.77667 -0.31
C -1.48977 -1.99816 1.36175 -0.62
C -2.12936 0.96110 -0.14672 -0.29
C -2.14488 0.21624 -1.49604 -0.24
N -1.33165 0.88953 -2.60575 -0.72
O -4.64000 -0.31857 -0.37574 -0.36
H -4.27844 -1.26465 1.40610 0.20
H -2.45049 -0.60486 2.85653 0.27
H -1.04639 0.02371 2.05432 0.27
H -2.29713 -2.72918 1.22311 0.23
H -0.73975 -2.45236 1.99817 0.30
H -1.15953 -1.98491 0.31075 0.20
H -2.83583 1.79150 -0.07453 0.27
H -1.03191 1.24648 0.12671 0.32
H -1.54286 -0.65752 -1.23849 0.21
H -3.14649 -0.00329 -1.82158 0.25
H -1.70449 1.74727 -2.97176 0.45
H -1.23818 0.21507 -3.42917 0.47
H 1.44741 1.41526 3.67054 0.52
H -0.05736 1.82670 3.55772 0.45
O 0.81503 2.20094 3.62023 -0.98
H -0.58734 3.68470 -0.44806 0.50
H -0.41463 0.97815 -2.19773 0.49
O -0.64605 2.95830 -1.08337 -1.01
H 3.18351 0.68401 2.58485 0.50
H 2.73318 -0.39698 3.74970 0.51
O 2.87615 0.51194 3.47505 -1.01
H 2.04348 -0.18189 -2.96615 0.49
H 1.45307 0.51417 -1.48459 0.52
O 1.20737 0.08020 -2.59517 -1.14
H -2.04182 -2.07884 -3.03260 0.45
H -0.78364 -2.53681 -2.27179 0.49
O -1.32001 -2.70337 -3.08202 -0.94
H 2.39912 -2.10278 0.02487 0.49
H 3.01537 -0.68912 0.41306 0.50
O 2.85620 -1.60529 0.70341 -1.00
H 0.42019 -2.39593 -0.58648 0.47
H 0.77734 -1.36767 -1.83763 0.51
O 0.78766 -2.30566 -1.46268 -0.99
H 2.55806 -2.70882 3.41696 0.49
H 2.29086 -1.55121 2.43540 0.51
O 2.00549 -1.93946 3.27282 -0.99
H 2.53650 3.12737 1.55224 0.47
H 1.15829 3.06230 2.12995 0.51
O 1.63529 3.35072 1.30311 -1.00
H -0.10871 2.22089 -0.65947 0.47
H 1.44493 1.87779 -0.38606 0.47
O 0.96328 1.06065 -0.47967 -1.11
H 4.05918 1.54334 0.36648 0.50
H 2.46832 1.25616 0.40055 0.50
O 3.39131 0.92779 0.71263 -1.00
H 0.44360 -0.47262 -4.17763 0.50
H -0.63366 -1.58075 -4.42508 0.51
O -0.39416 -0.64356 -4.62910 -0.97


14
Properties=species:S:1:pos:R:3:nbo_charge:R:1 method="wB97M-V/def2-TZVPD" energy_ha=-374.953548 homo_lumo_gap_ha=0.322 de_lowest_kj_mol=283.1
C 0.53438 0.53147 0.14401 0.08
C -0.51219 -0.17268 -0.40490 0.07
C 0.65199 -0.24360 1.39867 0.25
C -0.71694 -1.24100 0.53345 0.28
N 1.57450 -0.16676 2.27672 -0.70
N -1.62876 -2.10046 0.67335 -0.67
N 1.28094 1.57763 -0.26246 -0.82
N -1.26239 -0.18521 -1.60987 -0.81
H 1.47420 -0.87927 2.99979 0.36
H -1.39836 -2.74185 1.42625 0.36
H 0.78466 2.42199 -0.55761 0.41
H 2.14177 1.54774 0.25107 0.41
H -0.88881 0.38273 -2.31422 0.38
H -1.57752 -1.11724 -1.93331 0.40


20
Properties=species:S:1:pos:R:3:nbo_charge:R:1 method="wB97M-V/def2-TZVPD" energy_ha=-323.791424 homo_lumo_gap_ha=0.445 smiles="C[NH2+][C@H](C)C(N)=[NH2+]" de_lowest_kj_mol=266.6 total_charge=+2
C -1.13795 -0.22203 -0.04049 0.58
C 0.18220 1.98947 -0.65579 -0.63
C 1.42616 -1.46102 0.50950 -0.50
C 0.29480 0.42795 -0.50543 -0.10
N -1.75669 -0.96275 -0.93907 -0.67
N -1.44222 -0.10470 1.28878 -0.76
N 1.30016 -0.01352 0.37252 -0.53
H -0.36806 2.31459 -1.48822 0.28
H -0.38135 2.35116 0.08554 0.22
H 1.25050 2.49408 -0.70107 0.27
H 2.40328 -1.77132 0.78612 0.28
H 0.85754 -1.85187 1.43456 0.27
H 1.28345 -2.08506 -0.38404 0.27
H 0.39660 -0.05182 -1.52554 0.25
H -1.43189 -0.73128 -1.91611 0.46
H -2.56563 -1.46815 -0.73469 0.45
H -1.20256 0.81494 1.58400 0.43
H -2.42115 -0.48584 1.56812 0.46
H 1.21507 0.30566 1.37927 0.47
H 2.09773 0.51151 -0.11793 0.48


75
Properties=species:S:1:pos:R:3:mulliken_charge:R:1 method="wB97M-V/def2-TZVPD" energy_ha=-2868.423352 homo_lumo_gap_ha=0.336 smiles="C[C@@H](F)[Si@H](Cl)C[C@H]1CO1.O=[N+]([O-])c1ccccc1.O=[N+]([O-])c1ccccc1.O=[N+]([O-])c1ccccc1.O=[N+]([O-])c1ccccc1"
C -0.61723 -4.42274 -4.15297 -1.33
C -0.64090 -2.91893 -4.07960 0.35
F -1.66954 -2.51127 -3.22093 -0.33
Si 1.03844 -2.35774 -3.34192 0.36
Cl 0.71674 -0.68662 -2.16831 -0.34
C 2.19929 -2.00930 -4.76497 -0.90
C 3.68782 -1.95529 -4.37923 0.34
C 4.18034 -2.76967 -3.21010 -0.88
O 4.42307 -3.04808 -4.70482 -0.52
H 0.22917 -4.75722 -4.74751 0.41
H -0.57099 -4.84808 -3.15687 0.36
H -1.51260 -4.82118 -4.62395 0.26
H -0.77353 -2.48343 -5.06701 0.32
H 1.45083 -3.44144 -2.44515 -0.13
H 2.11955 -2.73771 -5.56520 0.45
H 1.96445 -1.00847 -5.12320 0.32
H 4.16765 -0.98491 -4.48370 0.40
H 5.18530 -2.48591 -2.94383 0.40
H 3.76795 -3.72410 -2.95248 0.39
C -2.30541 -0.03825 0.82635 -0.51
C -1.06610 0.57243 0.69474 0.26
C -0.71939 1.62557 1.52394 -0.37
C -1.62606 2.04766 2.47795 -0.03
C -2.86812 1.45864 2.62070 -0.46
C -3.20608 0.40771 1.78492 -0.42
N -1.25417 3.14869 3.37589 1.11
O -0.16184 3.66136 3.21991 -0.69
O -2.04921 3.48527 4.22298 -0.62
H -2.56762 -0.86442 0.17870 0.53
H -0.36883 0.22053 -0.05050 -0.12
H 0.24392 2.10370 1.42876 0.51
H -3.56106 1.80858 3.37055 0.47
H -4.17233 -0.06642 1.88420 0.38
C 0.59634 6.75721 2.89853 -0.17
C 0.11229 7.68196 1.98181 -0.48
C 0.69380 8.93487 1.88015 -0.32
C 1.76035 9.24138 2.70276 0.00
C 2.25492 8.33992 3.62547 -0.32
C 1.66456 7.09078 3.72036 -0.60
N 2.39463 10.56359 2.58615 1.01
O 1.92908 11.34280 1.78338 -0.61
O 3.34692 10.79614 3.29871 -0.61
H 0.14638 5.77462 2.97609 0.47
H -0.72036 7.42504 1.34188 0.38
H 0.32195 9.65773 1.17019 0.45
H 3.08689 8.60422 4.26013 0.44
H 2.03949 6.37260 4.43615 0.39
C 3.76566 0.69446 4.22178 -0.48
C 2.59373 -0.04893 4.25489 -0.50
C 2.26808 -0.87902 3.19552 -0.26
C 3.12938 -0.95066 2.11755 0.00
C 4.29742 -0.21547 2.06256 -0.32
C 4.61399 0.61318 3.12595 -0.46
N 2.79118 -1.84036 0.99608 1.06
O 1.74877 -2.45439 1.06119 -0.60
O 3.57347 -1.90386 0.07080 -0.59
H 4.01876 1.33881 5.05277 0.40
H 1.93299 0.01671 5.10773 0.41
H 1.35776 -1.45891 3.21185 0.48
H 4.95155 -0.28498 1.20698 0.47
H 5.52449 1.19488 3.10007 0.39
C -6.50748 -4.47756 -1.83600 -0.47
C -5.96275 -5.20588 -0.78712 -0.45
C -4.85651 -6.01052 -1.00125 -0.41
C -4.31236 -6.06853 -2.26935 0.14
C -4.84206 -5.35606 -3.32729 -0.21
C -5.94946 -4.55546 -3.10439 -0.48
N -3.12399 -6.90549 -2.49646 1.06
O -2.68655 -7.52936 -1.55583 -0.62
O -2.64657 -6.91274 -3.61082 -0.60
H -7.36900 -3.84649 -1.66405 0.39
H -6.39883 -5.14553 0.20001 0.39
H -4.42646 -6.57998 -0.19162 0.46
H -4.40061 -5.42003 -4.30992 0.41
H -6.37536 -3.98962 -3.92073 0.38